Entry 1:
109
Properties=species:S:1:pos:R:3:forces:R:3 method="wB97M-V/def2-TZVPD" total_energy_ev=-84057.61992 s2=0.754 mol_weight_g_mol=811.714 charge=-2 gap_ev="2.70 / 4.67" spin_multiplicity=2 homo_ha="0.0432 / -0.0291"
C -1.06000 0.31179 1.06909 0.777 0.260 -0.421
C -0.71565 -0.12083 -0.42155 2.432 -0.235 1.469
C -1.07876 0.99969 -1.31808 -1.192 0.984 -0.383
O 0.57281 -0.49191 -0.68207 -0.892 0.066 0.699
H -0.78315 -0.42351 1.82460 -0.451 -0.722 -0.192
H -2.09977 0.62557 1.16138 -0.202 -0.127 0.183
H -0.43133 1.13640 1.40511 0.036 0.593 -0.428
H -1.39361 -0.96777 -0.52718 -1.170 -0.874 -0.615
H -0.88008 0.74176 -2.35832 -0.081 0.111 0.098
H -0.55158 1.91814 -1.05994 0.509 -0.137 -0.016
H -2.11822 1.29177 -1.16871 -0.548 -0.010 -0.332
C -1.79807 2.29173 3.90243 0.394 1.496 -0.506
O -2.17088 0.97459 4.08864 -1.070 -3.979 0.021
C -1.46079 0.13834 4.85583 1.510 2.157 -0.334
O -0.51459 0.55195 5.50418 -0.763 -1.301 0.243
O -1.87509 -1.13026 4.70737 -0.549 0.393 -0.717
C -1.29325 -2.20477 5.41040 0.864 -0.459 0.370
H -1.92640 2.77907 4.86894 0.245 0.633 -0.390
H -2.41660 2.66855 3.08786 -0.505 0.263 0.536
H -0.82576 2.42765 3.42890 0.433 -0.256 0.672
H -0.20746 -2.17641 5.50179 0.053 1.029 0.544
H -1.32152 -3.14236 4.85521 -1.085 0.204 -0.496
H -1.81160 -2.32104 6.36219 0.313 -0.058 0.095
C -4.30542 -1.56789 2.22253 -0.971 -0.990 0.914
O -4.79852 -0.30671 1.82767 -2.566 1.502 -0.126
C -6.16542 0.02751 2.03857 0.362 -0.327 -1.254
O -7.07473 -0.76458 2.28150 2.293 1.774 -0.054
O -6.40861 1.36932 1.79495 -0.382 -2.513 0.654
C -5.47763 2.20798 1.13076 1.943 -0.044 -0.866
H -4.00972 -1.47446 3.26748 0.735 -0.092 -0.223
H -3.55480 -1.96716 1.54043 0.350 0.835 0.116
H -5.06693 -2.34756 2.24042 -0.560 0.196 -0.209
H -5.91521 3.16202 0.83678 -0.270 -0.159 0.726
H -5.09079 1.78786 0.20235 -0.451 -0.489 -0.180
H -4.54912 2.32956 1.68861 -0.348 0.440 0.465
C 1.49322 -2.33756 -6.30244 1.597 -1.023 0.212
O 0.30447 -2.76010 -5.72808 -2.425 0.117 1.218
C 0.23676 -2.97310 -4.37396 4.745 0.875 2.019
O 1.19680 -2.89585 -3.56766 -3.133 -0.494 -3.047
O -0.98883 -3.25703 -4.07710 -1.872 -0.354 -2.069
C -1.45164 -3.45372 -2.77257 1.072 0.609 1.076
H 1.36209 -1.86744 -7.27707 -0.615 0.210 0.253
H 1.98201 -3.29263 -6.49485 0.986 0.257 -0.157
H 2.06887 -1.71691 -5.61578 0.104 -0.010 -0.061
H -1.14958 -4.44221 -2.42652 -0.265 -0.045 0.102
H -2.52962 -3.29229 -2.77215 0.142 -0.259 -0.082
H -0.94641 -2.69653 -2.17298 -0.120 -0.011 0.617
C 0.03029 0.34344 -4.72392 -0.337 -0.148 0.390
O 0.85559 1.44476 -4.39974 0.065 1.461 0.076
C 2.05060 1.19136 -3.82898 -0.336 -1.459 1.316
O 2.46518 0.08514 -3.60919 0.186 0.736 -1.043
O 2.70617 2.29828 -3.43603 -0.451 -0.584 -0.176
C 1.99540 3.48507 -3.10764 0.489 0.978 -0.690
H -1.00214 0.67329 -4.83964 0.263 0.720 -0.554
H -0.09762 -0.29297 -3.84829 0.909 -0.653 -0.202
H 0.43472 -0.08420 -5.64134 -0.335 -0.512 0.293
H 0.91216 3.41727 -3.00717 0.203 -0.470 0.156
H 2.22174 4.17965 -3.91660 -0.279 0.280 -0.099
H 2.47389 3.90509 -2.22292 -0.241 -0.214 0.139
C 6.08488 -0.49091 2.32580 0.948 -0.200 -0.119
O 4.94363 0.08154 2.90028 1.493 0.518 0.202
C 3.76055 -0.29612 2.47693 -1.599 -1.276 -2.608
O 3.49492 -0.91047 1.45440 0.832 0.797 1.922
O 2.92358 0.15914 3.37549 1.120 1.109 1.056
C 1.56602 -0.08169 3.23929 -0.746 -0.581 -0.332
H 6.07572 -1.57824 2.40149 0.008 -0.068 0.349
H 6.88889 -0.02606 2.89639 0.194 -0.433 0.052
H 6.31733 -0.30578 1.27709 -0.777 0.487 -0.206
H 1.05680 0.64398 3.87350 0.001 -0.093 -0.343
H 1.43335 -1.08143 3.65282 -0.688 -0.206 -0.138
H 1.30126 -0.05118 2.18238 -0.307 -0.089 0.054
C 3.82115 -4.73423 2.86683 0.780 0.524 0.349
O 2.41226 -4.93015 2.85514 0.494 -0.739 1.005
C 1.62384 -4.17784 2.07967 1.695 2.096 -4.296
O 2.01377 -3.42004 1.16789 -1.274 -2.308 3.243
O 0.37525 -4.53579 2.33772 -1.735 0.278 0.086
C -0.70551 -3.94827 1.54307 0.019 0.452 -0.564
H 4.34726 -4.93321 1.93317 -0.588 0.532 -0.392
H 4.34731 -5.38862 3.56184 -0.970 -0.736 0.279
H 4.07812 -3.77208 3.30991 -0.189 0.453 -0.715
H -0.74924 -4.31887 0.51894 0.696 -0.207 0.002
H -0.67702 -2.86186 1.45926 0.630 0.047 0.194
H -1.69377 -4.18651 1.93635 0.446 -0.422 0.821
C 2.17519 2.77813 0.29570 -0.768 -0.031 -0.136
O 3.57554 2.91496 0.07583 1.345 0.884 -0.608
C 4.25086 2.08624 -0.72207 -1.738 -3.680 0.040
O 3.85564 0.99240 -1.10802 0.945 2.333 0.486
O 5.49481 2.54406 -0.92378 -1.102 2.699 1.599
C 6.39872 1.78690 -1.57041 2.184 -1.303 -1.533
H 1.60295 2.62094 -0.61860 0.334 -0.471 -0.010
H 1.84604 3.74836 0.66773 0.113 -0.150 0.331
H 1.95838 1.97117 0.99563 0.051 0.024 -0.149
H 6.73566 0.91714 -1.00643 -0.776 -0.633 -0.215
H 7.35808 2.29344 -1.67604 -0.134 0.949 0.291
H 6.12570 1.61305 -2.61124 -0.365 -0.767 0.144
C -3.72701 -0.36536 -3.83307 -1.224 0.735 -0.458
N -3.78832 1.04633 -3.28449 1.580 -0.340 0.143
O -3.00622 1.80136 -3.84042 -0.624 0.295 0.165
O -4.48878 1.32635 -2.33992 -0.229 -0.299 -0.364
H -3.24750 -0.21522 -4.80035 0.209 -0.523 0.329
H -4.77590 -0.61149 -3.99843 0.046 -0.317 0.082
H -3.26912 -1.09063 -3.16045 0.194 0.539 0.088
C -2.27600 4.52610 -0.58620 -0.632 1.411 1.498
N -2.36916 4.89489 0.87160 -0.577 -1.245 -3.177
O -1.29882 4.77083 1.50300 2.467 -0.267 1.621
O -3.45708 5.28498 1.38627 -1.857 0.529 0.593
H -2.11081 3.46342 -0.76375 0.224 0.139 0.123
H -1.46671 5.18590 -0.89893 0.425 -0.448 -0.600
H -3.18289 4.86584 -1.08644 -0.123 -0.166 0.066

---

Entry 2:
49
Properties=species:S:1:pos:R:3:forces:R:3 method="wB97M-V/def2-TZVPD" total_energy_ev=-29704.12963 smiles="Cc1cccc(C#C[C@]23CCC[C@](NC(=O)c4ccccn4)(CC2)C3)n1" mol_weight_g_mol=345.446 relative_energy_kcal_mol=49.3 charge=0 gap_ev=8.78 homo_ha=-0.3115
C -4.19419 5.37350 -2.24107 -0.270 0.135 0.105
C -3.33471 5.34304 -1.00216 0.614 -0.456 -0.307
C -3.49524 6.31468 -0.04526 -0.545 1.262 1.087
C -2.73624 6.30782 1.14066 -0.079 -0.132 -1.506
C -1.75946 5.33858 1.21374 0.261 -0.242 0.119
C -1.59656 4.39609 0.18132 -0.742 1.028 -0.073
C -0.48457 3.49834 0.25618 0.759 -1.606 0.092
C 0.38189 2.65479 0.39158 -1.151 1.974 0.007
C 1.46321 1.70818 0.56944 -0.623 0.924 -0.833
C 2.45933 2.18296 1.65570 0.741 -0.154 -0.373
C 3.65190 1.21536 1.75327 -0.602 0.050 -0.429
C 3.19065 -0.23287 1.72668 0.522 -0.632 0.482
C 2.10678 -0.49785 0.65029 0.171 -1.921 0.905
N 1.81435 -1.94637 0.53668 0.066 -1.328 -0.196
C 1.19077 -2.76586 1.43856 0.162 2.715 1.445
O 0.68079 -2.29925 2.47059 0.265 -0.717 -1.014
C 1.21445 -4.22929 1.22639 0.710 -2.265 -1.141
C 0.67357 -5.08656 2.18722 -0.417 -0.600 -0.224
C 0.67646 -6.47401 1.94744 0.592 0.761 -0.486
C 1.28323 -6.94830 0.77497 -0.498 0.951 1.567
C 1.91339 -6.04698 -0.08133 -0.922 -0.176 0.977
N 1.85302 -4.73458 0.12193 -0.165 0.744 0.471
C 2.56300 -0.05723 -0.71344 0.428 -1.102 -1.489
C 2.05137 1.34120 -0.83426 0.814 1.280 0.352
C 0.90363 0.38990 0.96460 -0.750 -1.714 -0.064
N -2.41086 4.38190 -0.89172 0.515 -0.139 0.119
H -5.22178 5.12212 -1.90594 0.425 0.007 -0.590
H -3.81773 4.66841 -2.99687 -0.297 0.193 0.379
H -4.22050 6.39461 -2.67824 0.011 -0.601 0.278
H -4.22929 7.10603 -0.26213 0.349 -0.357 0.361
H -2.79757 7.08992 1.88940 -0.219 -0.147 -0.066
H -1.07230 5.32817 2.04201 0.127 -0.125 0.171
H 2.87872 3.15032 1.39658 -0.212 0.339 -0.086
H 1.97453 2.29300 2.64023 -0.150 -0.169 -0.497
H 4.22858 1.44982 2.64499 0.132 -0.147 0.045
H 4.29390 1.36029 0.89009 0.256 0.285 -0.150
H 2.77454 -0.45975 2.70552 -0.281 -0.268 0.073
H 4.07818 -0.90624 1.62019 -0.730 0.375 -0.234
H 2.29225 -2.44614 -0.21867 -0.316 0.285 0.413
H 0.19314 -4.71863 3.08687 0.207 0.283 -0.179
H 0.26652 -7.16098 2.69440 0.050 0.267 -0.401
H 1.27104 -7.99790 0.64554 0.263 -0.866 -0.567
H 2.43747 -6.48957 -0.91413 0.220 0.597 -0.410
H 2.05197 -0.66350 -1.51184 0.560 0.259 0.833
H 3.65964 -0.16716 -0.88598 -0.700 0.073 0.293
H 1.33064 1.36388 -1.64133 -0.473 0.469 0.235
H 2.84141 2.02776 -1.07920 0.336 0.523 -0.294
H 0.00071 0.10466 0.35706 0.881 0.241 0.495
H 0.65564 0.35336 2.01313 -0.296 -0.156 0.305

---

Entry 3:
17
Properties=species:S:1:pos:R:3:forces:R:3 method="wB97M-V/def2-TZVPD" total_energy_ev=-11560.89455 smiles="[NH2+]=C[C@H](O)CB(O)O" mol_weight_g_mol=117.921 relative_energy_kcal_mol=3.1 charge=+1 gap_ev=10.47 homo_ha=-0.5443
N 0.01637 0.08152 2.37312 1.637 0.062 -2.767
C 0.06917 -0.88301 1.53948 -0.999 -0.535 -1.057
C 0.75772 -0.81567 0.18859 -1.506 -1.370 0.937
O 1.58540 0.23541 0.28923 -0.459 0.797 4.313
C -0.25486 -0.80611 -1.02067 2.467 0.594 -0.614
B -0.71874 0.70828 -1.33588 0.673 -3.052 0.168
O -1.12753 0.98390 -2.56965 -0.717 -1.905 0.611
O -0.57692 1.38960 -0.20081 -0.775 2.012 0.723
H -0.54632 -0.00356 3.18275 -0.255 0.530 1.080
H 0.52716 0.89152 1.94500 -0.652 -0.038 1.312
H -0.46789 -1.79160 1.75568 -0.130 -0.265 0.201
H 1.32924 -1.73853 0.22876 0.149 -0.638 -0.455
H 2.02801 0.44252 -0.45120 2.459 1.061 -4.211
H 0.26312 -1.28675 -1.89074 -0.413 0.410 0.694
H -1.05377 -1.42980 -0.78901 -1.676 -1.188 0.329
H -0.89633 1.74830 -3.00938 0.360 2.781 -1.373
H -0.93382 2.27397 -0.23526 -0.163 0.744 0.110